[1]
Here is the molecule C7H11BN2O4 at a distorted geometry from the Open Molecules 2025 dataset. Energies are from ωB97M-V/def2-TZVPD.

Each line ends with the Mulliken charge.
Cartesian coordinates (Å):
B  0.407  0.033  2.521  -0.16
C  1.018  -0.059  1.299  -0.06
C  1.271  -0.032  -0.016  0.63
C  -2.410  -0.066  0.677  0.47
C  -0.831  -0.751  -1.077  0.35
C  2.512  0.601  -0.607  -1.42
C  1.232  -1.975  -1.694  -0.98
C  -1.359  1.607  -0.592  -1.01
N  0.513  -0.903  -0.893  0.22
N  -1.436  0.242  -0.229  0.33
O  -2.738  -1.190  0.877  -0.57
O  -1.475  -1.320  -1.935  -0.66
O  0.279  0.121  3.820  -0.45
O  -2.883  1.040  1.384  -0.49
H  3.420  0.035  -0.294  0.32
H  2.508  1.625  -0.268  0.37
H  2.445  0.576  -1.724  0.37
H  1.201  -2.962  -1.142  0.25
H  0.547  -2.078  -2.502  0.40
H  2.275  -1.548  -1.846  0.36
H  -2.271  1.886  -1.043  0.39
H  -1.187  2.052  0.353  0.37
H  -0.566  2.015  -1.229  0.32
H  1.106  0.288  4.133  0.30
H  -3.575  0.761  2.027  0.36

## Properties
- Frontier orbital gap: 8.13 eV
- HOMO level: -8.2348 eV
- Energy: -19282.092 eV

[2]
Here is the molecule C7H11Br2O3P at a distorted geometry from the Open Molecules 2025 dataset. Energies are from ωB97M-V/def2-TZVPD.

Each line ends with the Mulliken charge.
Cartesian coordinates (Å):
C  -0.617  0.321  -1.591  -0.32
C  0.111  1.189  -0.816  0.42
C  -1.454  -0.666  -0.810  1.18
C  -1.198  -2.131  -1.086  -1.35
C  -2.942  -0.374  -1.213  -1.28
C  3.285  0.679  1.566  -1.03
C  1.969  0.834  2.339  -0.33
O  -0.842  1.877  1.756  -0.70
O  -1.253  -0.376  0.591  -0.40
O  1.012  0.106  1.637  -0.28
P  -0.266  0.801  0.962  0.64
Br  -0.717  0.151  -3.432  -0.07
Br  1.463  2.191  -1.710  -0.13
H  -1.872  -2.968  -0.573  0.29
H  -0.227  -2.485  -0.956  0.44
H  -1.361  -2.346  -2.224  0.28
H  -3.499  -1.186  -0.775  0.41
H  -2.937  -0.362  -2.389  0.30
H  -3.283  0.634  -0.917  0.34
H  4.162  0.526  2.222  0.34
H  3.248  -0.297  0.963  0.24
H  3.474  1.501  0.955  0.31
H  1.737  2.000  2.260  0.26
H  2.007  0.383  3.242  0.43

## Properties
- Frontier orbital gap: 9.84 eV
- HOMO level: -9.5604 eV
- Energy: -162954.109 eV

[3]
Here is a structure of composition C7H11Cl13 at a distorted geometry from the Open Molecules 2025 dataset. Energies are from ωB97M-V/def2-TZVPD.

Each line ends with the Mulliken charge.
Cartesian coordinates (Å):
Cl  4.313  9.894  -32.711  -0.18
C  4.860  11.183  -31.671  -0.49
C  6.181  10.670  -31.007  -0.29
Cl  6.893  12.113  -30.229  -0.20
H  4.167  11.347  -30.846  0.33
H  4.860  12.144  -32.186  0.35
H  6.902  10.292  -31.733  0.11
H  5.993  9.859  -30.304  0.40
Cl  9.266  8.733  -30.784  0.15
C  10.655  8.806  -29.783  -0.22
C  11.269  7.322  -29.626  -0.33
Cl  10.428  6.267  -28.494  0.03
H  10.358  9.147  -28.792  0.33
H  11.350  9.525  -30.217  0.29
H  12.267  7.581  -29.273  0.18
H  11.291  6.912  -30.636  0.49
C  15.276  8.923  -27.378  0.37
Cl  16.484  8.066  -28.320  -0.10
Cl  13.995  9.694  -28.398  -0.14
Cl  16.196  10.121  -26.520  -0.09
H  14.801  8.284  -26.633  -0.03
C  11.608  6.939  -25.119  0.10
Cl  10.408  7.409  -24.024  -0.09
Cl  13.114  6.538  -24.185  -0.12
Cl  11.995  8.102  -26.396  -0.05
H  11.176  6.091  -25.650  0.19
C  9.568  12.976  -32.619  0.08
Cl  10.466  14.390  -33.338  -0.10
Cl  10.556  11.806  -31.743  -0.06
Cl  8.596  12.115  -33.909  -0.12
H  8.902  13.344  -31.839  0.22

## Properties
- <S²>: 0.75
- Spin multiplicity: 2
- Frontier orbital gap (alpha / beta): 10.22 / 2.79 eV
- Charge: +1
- HOMO level (alpha / beta): -13.1126 / -13.1060 eV
- Energy: -170217.881 eV

[4]
Here is a structure of composition C7H11Cl17 at a distorted geometry from the Open Molecules 2025 dataset. Energies are from ωB97M-V/def2-TZVPD.

Each line ends with the Mulliken charge.
Cartesian coordinates (Å):
C  -0.224  -3.831  -1.154  0.55
Cl  1.220  -4.375  -2.012  -0.12
Cl  0.075  -3.708  0.616  -0.09
Cl  -1.453  -5.093  -1.347  -0.13
H  -0.575  -2.890  -1.577  -0.22
C  -2.966  5.016  -1.500  0.03
Cl  -2.270  3.556  -2.075  -0.07
Cl  -2.130  6.275  -2.480  -0.13
Cl  -2.757  5.334  0.280  -0.13
H  -4.051  5.004  -1.608  0.31
C  0.111  -0.766  4.741  0.66
Cl  -0.634  -2.387  4.319  -0.13
Cl  1.799  -0.958  5.228  -0.13
Cl  -0.841  0.064  5.904  -0.12
H  0.086  -0.169  3.829  -0.30
C  3.529  -0.861  -1.729  0.39
Cl  3.967  -2.126  -0.628  -0.13
Cl  4.979  -0.216  -2.466  -0.18
H  2.850  -1.197  -2.513  0.21
H  2.970  -0.051  -1.261  -0.28
C  -0.138  1.260  -0.233  0.45
Cl  -0.833  1.125  1.403  -0.18
Cl  -0.702  -0.028  -1.289  -0.07
H  -0.332  2.203  -0.744  0.16
H  0.946  1.254  -0.124  -0.46
C  3.392  1.253  2.099  -0.29
Cl  3.349  2.039  0.502  -0.14
Cl  2.388  -0.160  1.955  -0.06
H  4.390  0.868  2.307  0.30
H  3.042  1.915  2.892  0.30
C  -3.838  -1.548  -2.216  -0.17
Cl  -4.619  -2.892  -1.359  -0.14
Cl  -2.615  -1.980  -3.414  -0.14
H  -4.647  -1.140  -2.821  0.30
H  -3.469  -0.790  -1.525  0.17

## Properties
- Frontier orbital gap: 10.98 eV
- HOMO level: -10.7217 eV
- Energy: -220317.997 eV

[5]
Here is a structure of composition C7H11Cl2N6O10S2Ti at a distorted geometry from the Open Molecules 2025 dataset. Energies are from ωB97M-V/def2-TZVPD.

Each line ends with the Mulliken charge.
Cartesian coordinates (Å):
Ti  -1.896  1.574  0.175  0.13
N  1.870  1.215  -0.300  -0.26
N  2.347  2.512  -0.151  -0.44
C  1.540  3.535  0.149  0.83
N  2.132  4.728  0.258  -0.43
S  -0.137  3.505  0.417  -0.34
H  2.296  0.601  0.379  0.26
H  2.026  0.890  -1.244  0.28
H  3.328  2.695  -0.287  0.20
H  3.122  4.861  0.139  0.19
H  1.557  5.528  0.462  0.21
N  2.801  -4.964  -0.418  -0.35
C  1.493  -5.043  -0.128  -0.05
S  0.705  -6.423  0.250  -0.28
C  0.744  -3.745  -0.250  1.13
C  -0.362  -3.490  0.545  -0.98
C  -1.105  -2.348  0.352  -0.10
N  -0.747  -1.491  -0.612  0.33
C  0.320  -1.683  -1.393  -0.52
C  1.090  -2.803  -1.217  -0.78
H  3.349  -5.808  -0.366  0.23
H  3.285  -4.089  -0.526  0.20
H  -0.655  -4.192  1.313  0.43
H  -1.974  -2.085  0.931  0.63
H  0.496  -0.933  -2.152  0.70
H  1.930  -2.957  -1.882  0.49
O  -2.781  1.463  2.073  -0.39
Cl  -1.656  0.690  2.698  1.82
O  -2.008  -0.674  2.888  -0.56
O  -1.176  1.322  3.862  -0.55
O  -0.641  0.806  1.579  -0.41
O  -2.536  -0.158  0.025  -0.39
N  -1.662  -0.416  -1.025  0.22
O  -0.907  0.777  -1.128  -0.22
O  -3.370  1.908  -1.341  -0.56
Cl  -3.268  3.383  -1.148  1.91
O  -2.807  3.363  0.308  -0.52
O  -4.507  4.035  -1.270  -0.54
O  -2.234  3.911  -1.964  -0.51

## Properties
- Frontier orbital gap: 7.21 eV
- Charge: +1
- HOMO level: -11.7765 eV
- Energy: -106660.944 eV

[6]
Here is the ion C7H11ClN3O with charge +1 at a distorted geometry from the Open Molecules 2025 dataset. Energies are from ωB97M-V/def2-TZVPD.

Each line ends with the Mulliken charge.
Cartesian coordinates (Å):
C  -1.361  -1.692  -0.387  -0.74
C  0.881  -2.420  0.584  0.31
C  1.488  1.645  0.223  -0.82
C  0.343  1.460  -0.735  -0.38
C  0.727  -0.190  1.706  0.01
C  -1.167  -0.397  -0.776  1.03
C  -2.264  0.470  -1.369  -1.28
N  -0.161  -2.422  -0.069  -0.29
N  0.947  1.126  1.494  -0.12
N  1.442  -1.157  1.077  -0.17
O  0.071  0.088  -0.659  -0.29
Cl  2.014  -3.690  1.003  -0.10
H  -2.280  -2.195  -0.735  0.34
H  2.267  1.012  -0.214  0.21
H  1.801  2.583  0.563  0.46
H  -0.430  2.098  -0.377  0.40
H  0.307  1.680  -1.856  0.44
H  0.061  -0.593  2.521  0.36
H  -2.546  1.273  -0.623  0.29
H  -3.009  -0.306  -1.675  0.37
H  -1.806  0.881  -2.237  0.38
H  0.511  1.775  2.123  0.25
H  2.164  -1.029  0.419  0.33

## Properties
- Frontier orbital gap: 8.35 eV
- Charge: +1
- HOMO level: -12.3207 eV
- Energy: -26467.870 eV

[7]
Here is a structure of composition C7H11ClN3O4RhSSe at a distorted geometry from the Open Molecules 2025 dataset. Energies are from ωB97M-V/def2-TZVPD.

Each line ends with the Mulliken charge.
Cartesian coordinates (Å):
Rh  0.000  0.000  0.000  -0.38
Se  -0.658  1.118  2.116  0.32
C  -1.182  1.974  3.751  0.35
C  -0.819  1.419  4.982  -0.31
C  -1.210  2.058  6.162  -0.35
N  -1.936  3.206  6.106  -0.56
C  -2.300  3.763  4.920  -0.34
C  -1.929  3.155  3.718  -0.31
H  -0.241  0.505  5.024  0.34
H  -0.936  1.640  7.121  0.34
H  -2.878  4.678  4.910  0.34
H  -2.218  3.598  2.773  0.33
O  2.418  -1.390  -0.805  -0.48
Cl  1.523  -2.202  -0.003  1.59
O  0.509  -2.790  -0.857  -0.49
O  2.278  -3.255  0.647  -0.67
O  0.887  -1.372  1.001  -0.63
C  1.170  -3.410  -5.209  -1.03
N  0.762  -2.788  -3.972  -0.10
C  1.208  -1.626  -3.448  0.75
N  2.143  -0.943  -4.132  -0.36
S  0.623  -1.059  -2.003  0.01
H  0.613  -4.342  -5.333  0.34
H  2.242  -3.619  -5.172  0.34
H  0.956  -2.734  -6.041  0.34
H  0.059  -3.260  -3.414  0.23
H  2.518  -1.252  -5.014  0.19
H  2.484  -0.069  -3.751  0.23
H  -0.780  1.206  -0.880  -0.04

## Properties
- <S²>: 6.02
- Spin multiplicity: 5
- Frontier orbital gap (alpha / beta): 6.55 / 5.82 eV
- HOMO level (alpha / beta): -6.6390 / -7.7792 eV
- Energy: -111793.337 eV

[8]
Here is the ion C7H11ClNO with charge +1 at a distorted geometry from the Open Molecules 2025 dataset. Energies are from ωB97M-V/def2-TZVPD.

Each line ends with the Mulliken charge.
Cartesian coordinates (Å):
C  -2.195  -0.108  -0.239  -0.41
C  -1.436  -1.142  0.430  -0.31
C  -2.062  1.201  -0.340  -0.45
C  -0.113  -1.332  0.303  -0.11
C  -1.041  2.151  0.126  -0.52
C  0.905  -0.710  -0.536  0.11
C  2.635  -0.658  1.150  -0.76
N  0.670  -0.252  -1.774  -0.22
O  2.172  -0.596  -0.183  -0.37
Cl  0.222  1.429  1.035  -0.11
H  -3.102  -0.494  -0.780  0.33
H  -2.061  -1.855  0.863  0.50
H  -2.726  1.743  -0.887  0.51
H  0.328  -2.163  0.809  0.43
H  -0.499  2.600  -0.691  0.34
H  1.950  -0.250  1.866  0.37
H  3.532  0.018  1.078  0.28
H  2.899  -1.575  1.495  0.38
H  -1.469  2.629  0.930  0.40
H  -0.138  -0.433  -2.382  0.29
H  1.530  -0.204  -2.275  0.31

## Properties
- Frontier orbital gap: 8.80 eV
- Charge: +1
- HOMO level: -13.4126 eV
- Energy: -23488.297 eV